*a*
Here is the molecule C4H7NO from the Open Molecules 2025 dataset. Energies are from the ωB97M-V functional and the def2-TZVPD basis.

Summary:
SMILES: C=C=CC[NH2+][O-]
Kohn-Sham gap in eV: 9.238

Structure (XYZ):
```
13
C4H7NO (the ωB97M-V functional and the def2-TZVPD basis)
C -2.580 0.962 -0.239
C -1.475 0.414 0.146
C -0.502 -0.390 0.501
C 0.605 -0.598 -0.455
N 1.865 0.150 0.012
O 1.699 1.447 0.273
H -3.140 0.392 -1.057
H -2.831 2.034 -0.206
H -0.274 -0.746 1.496
H 0.355 -0.210 -1.408
H 0.703 -1.573 -0.707
H 2.623 -0.052 -0.813
H 2.153 -0.491 0.830
```

=====

*b*
Here is the molecule C4H7NO from the Open Molecules 2025 dataset. Energies are from the ωB97M-V functional and the def2-TZVPD basis.

Summary:
SMILES: C[C@@H](O)CC#N
Kohn-Sham gap in eV: 11.541

Structure (XYZ):
```
13
C4H7NO (the ωB97M-V functional and the def2-TZVPD basis)
C -1.027 -0.876 -0.265
C -0.294 0.446 -0.485
O -1.104 1.558 -0.161
C 0.997 0.569 0.323
C 1.935 -0.516 0.076
N 2.449 -1.504 0.376
H -1.955 -0.873 -0.843
H -0.429 -1.743 -0.566
H -1.284 -1.007 0.796
H -0.049 0.555 -1.545
H -1.471 1.397 0.720
H 0.760 0.457 1.391
H 1.471 1.537 0.183
```

=====

*c*
Here is the molecule C4H7NO from the Open Molecules 2025 dataset. Energies are from the ωB97M-V functional and the def2-TZVPD basis.

Summary:
SMILES: CC(=O)[C@H]1CN1
Kohn-Sham gap in eV: 10.755

Structure (XYZ):
```
13
C4H7NO (the ωB97M-V functional and the def2-TZVPD basis)
C -1.662 -0.228 -1.063
C -0.434 -0.633 -0.287
O 0.069 -1.732 -0.385
C 0.216 0.473 0.501
C 1.431 0.186 1.295
N 1.553 0.875 0.023
H -1.344 0.493 -1.827
H -2.391 0.286 -0.428
H -2.108 -1.097 -1.549
H -0.418 1.314 0.772
H 1.738 -0.854 1.352
H 1.642 0.798 2.169
H 1.851 0.212 -0.691
```

=====

*d*
Here is the molecule C4H7NO from the Open Molecules 2025 dataset. Energies are from the ωB97M-V functional and the def2-TZVPD basis.

Summary:
Kohn-Sham gap (spin up / spin down) in eV: 7.272 / 7.270

Structure (XYZ):
```
13
C4H7NO (the ωB97M-V functional and the def2-TZVPD basis)
O -2.577 -0.881 0.366
C -1.357 -0.785 0.083
C -0.655 0.589 0.807
N 0.568 0.740 0.127
C 0.903 0.625 -1.108
C 1.735 -0.121 -0.153
H -0.670 -1.631 0.374
H -0.521 0.458 1.880
H -1.341 1.401 0.567
H 0.655 1.010 -2.082
H -1.026 -0.475 -0.991
H 1.598 -1.199 -0.071
H 2.688 0.271 0.201
```

=====

Which of them is least stable? Easy: *d*.

=====

*a*
Here is the molecule C4H7NO from the Open Molecules 2025 dataset. Energies are from the ωB97M-V functional and the def2-TZVPD basis.

Summary:
SMILES: C[N@@H+]1C/C1=C\[O-]
Kohn-Sham gap in eV: 8.267

Structure (XYZ):
```
13
C4H7NO (the ωB97M-V functional and the def2-TZVPD basis)
C -1.180 1.018 -0.738
N 0.068 0.298 -0.428
C 0.309 -1.175 -0.638
C 0.088 -0.666 0.702
C 0.947 -0.386 1.800
O 1.546 -1.174 2.520
H -0.937 2.019 -1.111
H -1.759 0.476 -1.488
H -1.744 1.087 0.193
H 0.906 0.847 -0.612
H 1.302 -1.371 -1.059
H -0.491 -1.685 -1.179
H 0.947 0.712 2.037
```

=====

*b*
Here is a cluster of 2 separate species, C4H7NO in total from the Open Molecules 2025 dataset. Energies are from the ωB97M-V functional and the def2-TZVPD basis.

Summary:
Kohn-Sham gap in eV: 9.347

Structure (XYZ):
```
13
C4H7NO (the ωB97M-V functional and the def2-TZVPD basis)
C 2.106 -0.310 0.402
C 0.744 0.370 0.125
O 0.600 1.584 0.179
C -0.175 -0.701 -0.047
C -2.312 0.086 0.008
N -1.762 0.413 -1.117
H 2.825 0.129 -0.295
H 2.129 -1.402 0.288
H 2.396 -0.072 1.427
H 0.013 -1.345 -0.911
H -2.306 0.723 0.900
H -2.968 -0.788 0.045
H -1.291 1.314 -1.003
```

=====

Which of them is least stable? Easy: *b*.

=====

*a*
Here is a structure of composition C4H7NO from the Open Molecules 2025 dataset. Energies are from the ωB97M-V functional and the def2-TZVPD basis.

Summary:
Kohn-Sham gap (spin up / spin down) in eV: 8.281 / 6.668

Structure (XYZ):
```
13
C4H7NO (the ωB97M-V functional and the def2-TZVPD basis)
C -1.709 0.461 -0.242
N -0.392 -0.166 -0.127
C -0.271 -1.515 -0.093
C 2.035 0.457 0.234
C 0.648 0.663 -0.023
O 0.763 1.828 0.525
H -1.843 1.137 0.609
H -1.785 1.035 -1.169
H -2.468 -0.321 -0.208
H -0.938 -2.108 -0.711
H 0.667 -1.902 0.282
H 2.366 0.430 1.269
H 2.802 0.560 -0.532
```

=====

*b*
Here is the molecule C4H7NO from the Open Molecules 2025 dataset. Energies are from the ωB97M-V functional and the def2-TZVPD basis.

Summary:
Kohn-Sham gap (spin up / spin down) in eV: 7.487 / 7.485

Structure (XYZ):
```
13
C4H7NO (the ωB97M-V functional and the def2-TZVPD basis)
O -1.199 1.145 -0.179
C -0.818 0.007 -0.712
C -0.264 -0.209 -1.932
C 0.607 1.021 0.858
C 0.173 -0.332 1.299
N -0.679 -0.980 0.306
H 0.128 -1.187 -2.215
H -0.278 0.551 -2.704
H 1.144 1.550 1.664
H 0.770 1.375 -0.139
H 1.018 -0.982 1.566
H -0.356 -0.141 2.244
H -0.247 -1.819 -0.058
```

=====

*c*
Here is the molecule C4H7NO from the Open Molecules 2025 dataset. Energies are from the ωB97M-V functional and the def2-TZVPD basis.

Summary:
SMILES: O=CCN1CC1
Kohn-Sham gap in eV: 10.244

Structure (XYZ):
```
13
C4H7NO (the ωB97M-V functional and the def2-TZVPD basis)
O 2.436 1.405 -1.077
C 1.742 1.004 -0.177
C 0.863 -0.219 -0.297
N -0.205 -0.121 0.657
C -1.511 0.311 0.254
C -1.441 -1.166 0.352
H 1.698 1.510 0.812
H 1.476 -1.106 -0.063
H 0.507 -0.328 -1.329
H -1.501 0.747 -0.744
H -2.075 0.885 0.984
H -0.709 -1.285 1.255
H -1.279 -1.638 -0.627
```

=====

*d*
Here is the molecule C4H7NO from the Open Molecules 2025 dataset. Energies are from the ωB97M-V functional and the def2-TZVPD basis.

Summary:
SMILES: COC1=N[C@@H]1C
Kohn-Sham gap in eV: 9.780

Structure (XYZ):
```
13
C4H7NO (the ωB97M-V functional and the def2-TZVPD basis)
C 2.537 -0.192 0.139
O 1.356 -0.322 -0.665
C 0.347 0.513 -0.426
N -0.115 1.510 0.257
C -1.264 0.756 -0.429
C -2.164 -0.123 0.283
H 2.358 -0.624 1.075
H 2.747 0.837 0.125
H 3.255 -0.693 -0.463
H -1.686 1.148 -1.317
H -2.083 -1.139 -0.154
H -3.079 0.416 0.436
H -1.666 -0.338 1.261
```

=====

Which of them is least stable? Easy: *a*.

=====

*a*
Here is the molecule C4H7NO from the Open Molecules 2025 dataset. Energies are from the ωB97M-V functional and the def2-TZVPD basis.

Summary:
SMILES: C[C@@]1(C=O)CN1
Kohn-Sham gap in eV: 9.347

Structure (XYZ):
```
13
C4H7NO (the ωB97M-V functional and the def2-TZVPD basis)
C 1.406 -0.583 -0.121
C -0.034 0.081 0.454
C -1.179 -0.846 0.788
O -2.259 -0.578 1.284
C -0.398 1.444 0.008
N 0.053 0.622 -1.055
H 1.591 -0.950 -1.176
H 2.204 0.135 0.059
H 1.463 -1.447 0.503
H -0.943 -1.892 0.545
H -1.461 1.641 -0.073
H 0.223 2.296 0.247
H -0.668 0.105 -1.529
```

=====

*b*
Here is the molecule C4H7NO from the Open Molecules 2025 dataset. Energies are from the ωB97M-V functional and the def2-TZVPD basis.

Summary:
SMILES: C/N=C1/CCO1
Kohn-Sham gap in eV: 10.624

Structure (XYZ):
```
13
C4H7NO (the ωB97M-V functional and the def2-TZVPD basis)
C 2.306 0.282 0.414
N 1.365 -0.835 0.120
C 0.149 -0.587 -0.086
C -1.359 -0.810 -0.665
C -1.816 0.406 0.118
O -0.448 0.847 0.093
H 1.763 1.225 0.477
H 3.053 0.354 -0.392
H 2.875 0.128 1.344
H -1.812 -1.775 -0.507
H -1.329 -0.512 -1.725
H -2.571 1.095 -0.326
H -2.176 0.182 1.136
```

=====

*c*
Here is a structure of composition C4H7NO from the Open Molecules 2025 dataset. Energies are from the ωB97M-V functional and the def2-TZVPD basis.

Summary:
Kohn-Sham gap in eV: 10.923

Structure (XYZ):
```
13
C4H7NO (the ωB97M-V functional and the def2-TZVPD basis)
C -0.004 1.713 -1.058
C -0.141 0.362 -0.487
N -1.193 -0.247 -0.098
C -0.668 -1.397 0.657
C 0.747 -0.895 0.844
O 1.055 -0.353 -0.434
H 0.909 2.213 -0.713
H -0.872 2.326 -0.823
H 0.071 1.545 -2.131
H -1.199 -1.476 1.610
H -0.717 -2.359 0.134
H 1.525 -1.592 1.199
H 0.489 0.160 1.301
```

=====

Which of them is least stable? Easy: *a*.

=====

*a*
Here is the molecule C4H7NO from the Open Molecules 2025 dataset. Energies are from the ωB97M-V functional and the def2-TZVPD basis.

Summary:
SMILES: CCOCC#N
Kohn-Sham gap in eV: 11.289

Structure (XYZ):
```
13
C4H7NO (the ωB97M-V functional and the def2-TZVPD basis)
C 0.442 1.538 -0.380
C -0.426 0.419 -0.931
O 0.241 -0.829 -0.743
C -0.175 -1.635 0.322
C -0.817 -0.900 1.434
N -1.388 -0.311 2.249
H 1.467 1.385 -0.732
H 0.096 2.518 -0.722
H 0.452 1.538 0.715
H -0.580 0.527 -2.009
H -1.416 0.405 -0.457
H 0.707 -2.161 0.703
H -0.901 -2.391 -0.008
```

=====

*b*
Here is the molecule C4H7NO from the Open Molecules 2025 dataset. Energies are from the ωB97M-V functional and the def2-TZVPD basis.

Summary:
SMILES: CN1CCC1=O
Kohn-Sham gap in eV: 10.503

Structure (XYZ):
```
13
C4H7NO (the ωB97M-V functional and the def2-TZVPD basis)
C 1.431 -0.222 -0.406
N 0.414 -0.638 0.667
C -0.920 -0.882 0.030
C -1.164 0.631 -0.010
C 0.036 0.698 0.946
O 0.595 1.519 1.614
H 1.421 0.851 -0.707
H 2.428 -0.413 -0.026
H 1.227 -0.800 -1.302
H -1.634 -1.392 0.685
H -0.827 -1.468 -0.886
H -2.078 1.050 0.383
H -0.930 1.064 -0.987
```

=====

*c*
Here is the molecule C4H7NO from the Open Molecules 2025 dataset. Energies are from the ωB97M-V functional and the def2-TZVPD basis.

Summary:
SMILES: O=CNC1CC1
Kohn-Sham gap in eV: 10.813

Structure (XYZ):
```
13
C4H7NO (the ωB97M-V functional and the def2-TZVPD basis)
O 2.732 -1.584 -0.241
C 1.821 -0.830 -0.506
N 1.097 -0.106 0.387
C -0.034 0.666 -0.019
C -1.258 0.528 0.829
C -1.247 -0.044 -0.557
H 1.449 -0.627 -1.531
H 1.284 -0.209 1.374
H 0.192 1.642 -0.446
H -1.200 -0.188 1.646
H -1.826 1.424 1.049
H -1.823 0.454 -1.330
H -1.186 -1.125 -0.652
```

=====

Which of them is least stable? Easy: *b*.

=====

*a*
Here is the molecule C4H7NO from the Open Molecules 2025 dataset. Energies are from the ωB97M-V functional and the def2-TZVPD basis.

Summary:
SMILES: N#CCCCO
Kohn-Sham gap in eV: 11.497

Structure (XYZ):
```
13
C4H7NO (the ωB97M-V functional and the def2-TZVPD basis)
N 0.438 -1.568 -2.742
C 0.319 -0.632 -2.071
C 0.156 0.562 -1.230
C -0.593 0.296 0.084
C 0.186 -0.511 1.142
O 0.560 0.302 2.243
H 1.149 0.976 -1.022
H -0.392 1.309 -1.815
H -0.772 1.270 0.545
H -1.565 -0.155 -0.145
H -0.399 -1.383 1.471
H 1.129 -0.893 0.732
H -0.215 0.428 2.808
```

=====

*b*
Here is the molecule C4H7NO from the Open Molecules 2025 dataset. Energies are from the ωB97M-V functional and the def2-TZVPD basis.

Summary:
SMILES: C1OC[C@H]2N[C@@H]12
Kohn-Sham gap in eV: 10.469

Structure (XYZ):
```
13
C4H7NO (the ωB97M-V functional and the def2-TZVPD basis)
C -1.130 -0.652 0.102
O 0.033 -1.368 -0.292
C 1.173 -0.665 0.195
C 0.787 0.776 0.103
N 0.084 1.236 -1.056
C -0.730 0.805 0.072
H -1.460 -0.942 1.114
H -1.922 -0.907 -0.608
H 1.411 -0.943 1.233
H 2.021 -0.933 -0.444
H 1.043 1.541 0.846
H 0.097 0.493 -1.751
H -1.408 1.558 0.486
```

=====

Which of them is least stable? Easy: *b*.